[1]
Formula: C21H26N2O5S
Source: the OMol25 dataset
Level of theory: the ωB97M-V functional and the def2-TZVPD basis

Results
SMILES = CCOC(=O)[C@@H]1CCCN(C(=O)c2ccccc2NC(=O)C2=C(C)OCCS2)C1
E_LUMO = 0.335 eV
molar mass = 418.5 g mol⁻¹
F_max = 0.93 eV Å⁻¹
ΔE to the lowest compared entry with this formula, charge and spin = 127.4 kJ/mol
DFT total energy = -46253.2352 eV

Geometry (Å):
1 C -4.8356 -1.2255 1.2705
2 C -5.0853 0.1769 0.7507
3 O -3.8694 0.6826 0.1918
4 C -3.7394 2.0037 0.1529
5 O -4.6070 2.7737 0.4801
6 C -2.3775 2.4626 -0.3423
7 C -2.2223 2.2579 -1.8564
8 C -1.9762 0.7926 -2.1967
9 C -0.7541 0.2812 -1.4338
10 N -0.9750 0.4295 -0.0153
11 C -1.0494 -0.5908 0.8736
12 O -1.4008 -0.4294 2.0291
13 C -0.5978 -1.9326 0.3746
14 C -1.5082 -2.9751 0.2989
15 C -1.1083 -4.2370 -0.1051
16 C 0.2201 -4.4632 -0.4196
17 C 1.1494 -3.4436 -0.3237
18 C 0.7543 -2.1713 0.0781
19 N 1.6505 -1.1092 0.2044
20 C 2.9847 -1.0712 -0.0796
21 O 3.6299 -2.0237 -0.4734
22 C 3.5983 0.2617 0.1261
23 C 4.9314 0.4166 0.2671
24 C 5.8970 -0.7255 0.3229
25 O 5.5982 1.5883 0.4198
26 C 4.9154 2.8074 0.2437
27 C 3.5880 2.8322 0.9820
28 S 2.4782 1.6539 0.1660
29 C -1.2246 1.7861 0.4121
30 H -5.7061 -1.5726 1.8197
31 H -4.6467 -1.9060 0.4437
32 H -3.9731 -1.2185 1.9332
33 H -5.8574 0.1874 -0.0275
34 H -5.4005 0.8491 1.5556
35 H -2.3435 3.5357 -0.1275
36 H -1.3696 2.8515 -2.1956
37 H -3.1132 2.6259 -2.3685
38 H -2.8427 0.1938 -1.9148
39 H -1.8104 0.6805 -3.2689
40 H 0.1323 0.8640 -1.7169
41 H -0.5759 -0.7680 -1.6702
42 H -2.5376 -2.7856 0.5575
43 H -1.8298 -5.0373 -0.1682
44 H 0.5432 -5.4442 -0.7340
45 H 2.1855 -3.6230 -0.5555
46 H 1.2459 -0.2612 0.5817
47 H 6.0336 -1.1432 -0.6723
48 H 5.5286 -1.5242 0.9598
49 H 6.8478 -0.3508 0.6931
50 H 5.5929 3.5725 0.6336
51 H 4.7457 2.9919 -0.8254
52 H 3.1171 3.8105 0.9236
53 H 3.7130 2.5338 2.0231
54 H -0.3119 2.3710 0.2377
55 H -1.4316 1.7583 1.4843


[2]
Formula: C21H26N3O
Source: the OMol25 dataset
Level of theory: the ωB97M-V functional and the def2-TZVPD basis

Results
net charge = +1
SMILES = CCCCc1ccc([NH2+]C2=NCC(=O)N2CCc2ccccc2)cc1
E_LUMO = -2.626 eV
molar mass = 336.5 g mol⁻¹
F_max = 1.35 eV Å⁻¹
ΔE to the lowest compared entry with this formula, charge and spin = 0.0 kJ/mol
DFT total energy = -28711.2669 eV

Geometry (Å):
1 C -5.2518 -4.6547 -2.7680
2 C -4.5724 -3.3215 -3.0546
3 C -4.9578 -2.2658 -2.0179
4 C -4.2484 -0.9166 -2.2237
5 C -3.0615 -0.6914 -1.3385
6 C -2.1777 -1.7184 -1.0128
7 C -1.0847 -1.4900 -0.1980
8 C -0.8656 -0.2162 0.2989
9 N 0.3127 0.0261 1.1650
10 C 1.5473 -0.3616 0.5128
11 N 2.1309 -1.4446 0.8276
12 C 3.2847 -1.5548 -0.0278
13 C 3.2617 -0.3165 -0.9025
14 O 4.0046 0.0627 -1.7541
15 N 2.0996 0.3700 -0.4963
16 C 1.7448 1.6849 -0.9787
17 C 2.3777 2.7813 -0.1030
18 C 2.0478 2.5566 1.3450
19 C 2.9569 1.9382 2.1954
20 C 2.6257 1.6789 3.5162
21 C 1.3763 2.0256 4.0053
22 C 0.4564 2.6409 3.1702
23 C 0.7839 2.8907 1.8414
24 C -1.7258 0.8243 -0.0031
25 C -2.8169 0.5774 -0.8171
26 H -4.9530 -5.0385 -1.7947
27 H -4.9841 -5.3890 -3.5229
28 H -6.3328 -4.5395 -2.7716
29 H -4.8701 -2.9717 -4.0453
30 H -3.4896 -3.4646 -3.0727
31 H -6.0350 -2.1076 -2.0848
32 H -4.7518 -2.6407 -1.0131
33 H -3.9150 -0.8496 -3.2638
34 H -4.9542 -0.0998 -2.0662
35 H -2.3430 -2.7120 -1.3943
36 H -0.4075 -2.2925 0.0521
37 H 0.2520 -0.5660 2.0054
38 H 0.3554 1.0450 1.4595
39 H 4.1963 -1.6189 0.5703
40 H 3.2289 -2.4692 -0.6230
41 H 2.1372 1.7598 -1.9958
42 H 0.6563 1.7746 -1.0116
43 H 2.0032 3.7479 -0.4403
44 H 3.4585 2.7637 -0.2443
45 H 3.9415 1.6874 1.8299
46 H 3.3516 1.2207 4.1690
47 H 1.1288 1.8428 5.0386
48 H -0.5073 2.9419 3.5517
49 H 0.0911 3.4276 1.2073
50 H -1.5675 1.8120 0.4029
51 H -3.4919 1.3872 -1.0469